# 1
# C36H45Br2FN8O5S2Sb2W

A molecular structure, C36H45Br2FN8O5S2Sb2W at a distorted geometry (wB97M-V/def2-TZVPD, the OMol25 dataset).

XYZ file:
```
102
Properties=species:S:1:pos:R:3:forces:R:3:mulliken_charge:R:1
W 0.7378 0.1547 0.3907 -2.1 -0.2 0.4 0.08
C -1.6641 2.1816 -1.4974 0.5 0.7 -1.6 0.51
C -0.6983 2.9301 -0.5449 -0.7 0.8 -0.6 -0.15
C -0.8770 4.3347 -0.5218 -1.5 0.5 -0.5 -1.06
C -0.1771 5.1727 0.2824 1.1 0.2 0.2 -1.09
C 0.9625 4.6314 0.8956 1.9 -1.0 1.8 0.33
C 2.0163 5.2966 1.6857 0.1 -0.7 0.0 -0.21
Br 1.8056 7.1032 2.1998 -0.1 -0.2 -0.2 -0.16
C 3.1640 4.6231 2.1166 -0.7 1.3 -0.3 -0.62
C 3.3709 3.2641 1.7968 1.8 0.8 0.8 0.13
Br 5.1169 2.5231 2.0904 -0.8 0.1 -0.1 -0.11
C 2.3729 2.5632 1.2710 -3.3 -1.2 -1.6 -0.17
O 2.3302 1.2537 0.9976 1.0 0.2 0.3 -0.23
C 1.1571 3.2261 0.8112 0.5 -0.1 -0.4 -0.32
N 0.2932 2.3689 0.1212 0.6 0.2 0.5 0.96
H -2.6999 2.1448 -1.1722 0.0 -0.3 0.7 0.55
H -0.0728 1.1067 -2.3456 -1.1 -0.5 0.2 -0.82
H -0.9177 3.0238 -3.1002 -0.1 -0.1 -0.4 0.45
H -1.6420 4.7948 -1.1640 0.2 -0.6 0.4 0.53
H -0.3772 6.2354 0.3866 -0.1 -0.2 -0.2 0.42
H 3.9461 5.1511 2.7014 -0.7 -0.3 -0.6 0.40
C 2.6968 0.2581 4.0215 0.0 -0.8 -0.8 -1.07
Sb 2.4261 -1.1293 2.3769 -0.8 -0.2 0.7 1.03
C 1.7155 -2.8002 3.4706 -1.5 -0.8 0.0 -1.25
C 4.4237 -1.6623 1.8553 1.3 0.4 -0.3 -1.08
C 4.6548 -2.4921 0.5973 -0.2 -0.6 0.2 0.75
C 5.0093 -3.8436 0.7200 0.2 0.1 -0.8 -0.86
C 5.3414 -4.6573 -0.4065 -0.1 1.0 1.6 -0.81
C 5.2989 -4.0880 -1.6544 0.5 0.0 -0.4 -0.69
C 4.9252 -2.7377 -1.7740 1.0 -2.1 -0.3 -0.51
C 4.6294 -1.9519 -0.7042 -0.4 1.8 0.5 0.68
C 4.3177 -0.4842 -1.0244 -0.1 0.0 -0.5 -0.96
Sb 2.3253 -0.2519 -1.7290 -0.5 -0.2 -0.7 1.00
C 2.6134 1.5261 -2.8395 0.3 0.9 -0.8 -1.16
C 1.6771 -1.7768 -3.0745 -0.3 -0.8 -0.3 -1.14
H 3.0588 -0.3224 4.8768 0.1 0.3 -0.2 0.50
H 1.7364 0.7079 4.2700 0.1 0.1 -0.1 0.31
H 3.4203 0.9489 3.5923 -0.1 0.2 0.6 0.23
H 1.8017 -2.6567 4.5507 0.2 0.2 -0.2 0.48
H 2.2195 -3.7410 3.2278 0.0 0.2 -0.2 0.44
H 0.6052 -2.9449 3.2661 1.4 0.2 0.1 0.24
H 4.9309 -2.1084 2.7374 -0.6 0.0 -0.5 0.69
H 4.9582 -0.7021 1.7325 -0.4 -0.2 0.0 0.28
H 5.1400 -4.2053 1.7300 -0.1 -0.4 0.0 0.44
H 5.7692 -5.6358 -0.2456 -0.2 -0.1 0.0 0.46
H 5.7197 -4.6550 -2.5152 -0.7 0.6 0.6 0.36
H 5.0845 -2.3482 -2.7406 -0.3 0.8 -1.0 0.58
H 4.8773 -0.0312 -1.8805 0.1 -0.7 0.9 0.73
H 4.2678 0.2547 -0.2092 0.5 -0.5 0.0 -0.13
H 1.8053 2.2793 -2.7553 0.3 -0.6 0.3 0.19
H 2.6980 1.3830 -3.9627 0.4 -0.1 1.5 0.42
H 3.5320 1.9367 -2.3357 -0.7 -0.2 -0.9 0.50
H 2.3681 -2.6476 -3.0236 -0.2 0.7 -0.2 0.44
H 1.6080 -1.3559 -4.0912 0.3 -0.2 0.4 0.47
H 0.6735 -2.2005 -2.8172 0.8 0.7 0.1 0.14
F -4.3076 -0.7935 -6.8029 -0.9 0.0 -0.9 -0.28
C -3.4220 -0.0194 -6.2237 0.7 -0.2 0.0 0.37
C -2.9997 -0.4062 -5.0225 0.6 1.2 0.3 -0.33
N -1.9797 0.3043 -4.3533 -1.6 -0.3 0.1 0.31
C -1.9428 -0.0632 -2.9223 1.6 1.1 0.9 -2.46
C -1.0748 0.8458 -1.8819 0.2 -1.2 -1.5 2.02
O -0.9206 0.0453 -0.7472 0.6 0.5 0.6 0.81
O -1.8000 2.9705 -2.7046 0.1 -0.1 1.1 -0.66
C -1.2646 1.2567 -5.0182 2.0 -0.3 0.8 0.56
O -0.2054 1.7309 -4.5740 -0.8 0.1 0.0 -0.67
N -1.6574 1.5560 -6.2843 -1.0 0.1 -0.5 -0.10
C -2.8243 1.1455 -6.9650 0.0 -1.0 1.7 0.15
O -3.2219 1.6826 -7.9442 -0.2 0.1 -0.7 -0.51
H -3.4478 -1.2144 -4.4487 0.1 0.1 -0.4 0.45
H -1.5010 -1.0554 -2.9260 0.3 -0.1 0.5 0.51
H -2.9585 -0.2002 -2.5121 0.3 0.5 -0.3 0.43
H -1.1720 2.3103 -6.7418 0.3 0.1 0.1 0.26
S 0.3869 -2.5250 -0.0859 1.0 0.7 0.4 -0.08
C -1.1068 -3.2529 0.0274 0.2 2.1 0.6 -0.04
N -1.2100 -4.5303 -0.2163 -0.3 -1.3 -0.4 -0.20
C -2.4273 -5.1213 0.3478 -1.5 0.9 -1.6 -0.56
C -3.4621 -3.9886 0.1160 -0.7 0.1 1.1 -0.65
S -2.6059 -2.4167 0.5706 1.1 -1.8 -1.1 0.10
H -0.4042 -5.1043 -0.5324 -0.8 0.8 0.5 0.28
H -2.2244 -5.2916 1.3953 -0.4 -0.7 0.2 0.34
H -2.8493 -5.9194 -0.3004 0.9 -0.2 1.0 0.34
H -4.3691 -4.0321 0.7475 0.6 -0.4 -0.2 0.44
H -3.8050 -4.0065 -0.9223 0.3 0.3 0.1 0.33
C -5.0287 0.3809 5.2581 0.2 0.1 1.0 -1.58
C -5.1074 1.0670 3.9192 -0.4 3.1 1.1 0.77
C -5.4935 0.2863 2.7041 0.1 -1.3 0.8 -1.01
C -3.8608 1.8701 3.6134 0.8 0.6 -0.4 -1.15
N -2.7310 1.0584 3.0872 0.8 0.4 -0.9 0.88
C -2.0406 1.2423 1.9696 0.2 0.3 -0.9 -0.72
N -0.9803 0.4570 1.9806 0.6 0.4 -0.3 0.25
N -1.0094 -0.1872 3.1424 -0.4 -0.6 0.6 -0.28
N -2.0546 0.1485 3.8000 -0.1 -0.2 0.9 -0.73
H -6.0204 0.1422 5.5660 -0.9 -0.4 0.3 0.45
H -4.6393 1.0361 6.0719 -0.2 -0.2 -0.8 0.37
H -4.4580 -0.5268 5.3255 0.4 -0.5 -0.4 0.33
H -5.8308 1.9338 4.1177 0.5 -1.2 -0.5 0.22
H -4.5914 -0.2358 2.4020 -0.1 -0.4 -0.5 0.01
H -5.9032 0.8390 1.8930 -0.1 0.8 -0.6 0.35
H -6.2349 -0.4556 2.9679 -0.2 -0.3 0.0 0.41
H -3.3873 2.4716 4.3813 -0.4 -0.4 0.9 0.53
H -4.1007 2.6764 2.9135 0.2 -0.6 -0.7 0.34
H -2.2269 1.9408 1.1696 -0.4 -0.1 0.2 0.30
```
Positions in Å, forces in eV/Å.

Values from the calculation:
**2S+1**: 3
**Charge**: +2
**HOMO (spin up / spin down)**: -12.51 / -12.97 eV
**Max |F|**: 3.900 eV/Å
**HOMO-LUMO gap (spin up / spin down)**: 0.2635 / 0.2430 hartree


# 2
# C5H8O

A single C5H8O molecule at a distorted geometry (wB97M-V/def2-TZVPD, the OMol25 dataset).

XYZ file:
```
14
Properties=species:S:1:pos:R:3:forces:R:3:mulliken_charge:R:1
C 0.4296 2.4364 -0.2294 0.6 2.5 -0.8 -0.75
C -0.1722 1.2519 -0.4047 1.0 5.0 -0.6 -0.20
C 0.1018 0.1651 0.4368 3.2 -5.0 0.9 -0.31
C -0.6068 -1.1087 -0.1347 0.9 1.9 0.6 -0.42
C 0.0276 -2.3828 0.2463 -2.0 -1.4 0.3 -0.11
O -0.6130 -3.3904 0.4612 0.3 0.3 0.0 -0.47
H 0.3423 3.2550 -1.0452 -0.1 -1.5 1.5 0.21
H 1.1203 2.8048 0.6110 -1.2 -1.2 -1.1 0.24
H -0.6986 1.2412 -1.3420 -0.5 -0.8 -0.1 0.24
H -0.0478 0.1510 1.5286 -0.5 0.8 -0.4 0.37
H 1.2570 -0.0354 0.4039 -1.7 0.4 -0.1 0.23
H -0.6913 -1.0191 -1.2228 0.0 -0.2 0.2 0.34
H -1.5329 -0.9249 0.3525 -1.5 -1.1 -0.2 0.25
H 1.0839 -2.4440 0.3385 1.6 0.3 0.0 0.39
```
Positions in Å, forces in eV/Å.

Values from the calculation:
**HOMO**: -9.67 eV
**Max |F|**: 5.993 eV/Å
**HOMO-LUMO gap**: 0.3938 hartree
**Structure (SMILES)**: C=CCCC=O


# 3
# C31H60O12S7

8 unconnected molecules or ions with the total composition C31H60O12S7 at a distorted geometry (wB97M-V/def2-TZVPD, the OMol25 dataset).

XYZ file:
```
110
Properties=species:S:1:pos:R:3:forces:R:3:mulliken_charge:R:1
C -4.1201 3.4337 1.6693 -0.2 0.3 -0.2 -0.49
C -4.7820 2.0691 1.0016 -5.0 -1.7 2.9 0.57
O -5.9370 1.6380 1.5793 7.7 2.3 -4.2 -0.57
O -4.1442 1.3195 -0.1305 -1.4 3.2 1.8 -0.21
C -4.1826 2.1992 -1.3383 -1.0 0.6 -1.3 -0.54
C -3.4220 1.5625 -2.6446 -0.4 0.2 0.1 -0.64
C -1.7555 1.5593 -2.5047 -1.7 -0.1 -0.4 0.16
C -1.1323 0.1672 -3.1063 4.3 -2.3 0.1 0.91
C 0.2653 -0.3128 -2.9333 -1.7 0.5 -0.6 -0.26
C 1.5698 0.3097 -2.1608 -0.3 -0.1 0.3 -0.59
C 1.2463 1.0637 -0.7415 0.5 0.2 1.2 -0.17
C 0.6934 0.0675 0.4533 -1.6 -2.6 3.2 0.63
C -0.8687 0.0466 1.0033 2.4 -2.2 1.6 0.01
C -1.3875 -0.9440 2.2466 4.2 -0.5 -0.8 -0.50
C -0.3482 -1.9691 2.9947 1.3 3.2 -3.7 -0.31
C 1.2298 -1.9786 2.4806 -2.6 2.6 -1.7 -0.11
C 1.7326 -0.9863 1.2320 -3.6 -0.3 1.8 -0.45
C 0.5345 -1.7320 -3.7231 3.0 -1.1 -0.3 0.22
O 1.6903 -2.3938 -3.8804 -8.2 4.2 0.9 -0.60
O -0.7910 -2.1233 -4.2808 1.4 2.7 1.4 -0.32
C -1.7652 -1.0145 -4.0511 -4.6 -0.5 -2.6 0.44
O -2.9453 -1.1390 -4.6711 7.8 1.0 4.3 -0.58
H -3.2895 3.1885 2.4791 -1.7 0.1 -1.9 0.01
H -3.6383 4.1589 0.8854 -0.9 -1.6 1.4 0.28
H -4.9973 4.0403 2.1998 1.8 -1.6 -1.3 0.28
H -3.7960 3.2964 -1.1113 -0.6 -2.4 -0.3 0.26
H -5.3416 2.2835 -1.6120 2.5 -0.1 0.4 0.33
H -3.7441 2.2356 -3.5750 0.8 -1.4 2.1 0.23
H -3.8635 0.4969 -2.8564 1.0 2.0 0.5 0.29
H -1.3902 2.4777 -3.1328 -0.4 -2.1 1.2 0.30
H -1.5371 1.7558 -1.3720 0.0 -1.0 -2.2 -0.05
H 2.1598 1.0961 -2.8299 -1.4 -1.8 1.2 0.33
H 2.3069 -0.5879 -1.9300 -1.6 1.9 -0.6 0.26
H 2.2911 1.4837 -0.3449 -2.3 -1.1 -1.0 0.04
H 0.5636 2.0349 -0.8596 1.3 -2.4 0.2 0.31
H -1.6853 0.7632 0.5631 1.8 -1.5 0.9 -0.29
H -2.5049 -0.9050 2.6140 2.5 0.0 -1.0 0.34
H -0.6921 -2.6417 3.8892 0.8 1.5 -2.0 0.21
H 1.9947 -2.6951 3.0429 -1.9 2.0 -1.6 0.03
H 2.8748 -1.0533 0.9692 -2.5 0.3 0.4 0.32
C 1.9775 -6.9409 0.4939 0.0 -0.1 0.1 -1.03
S 1.6020 -5.1727 0.4212 -0.2 0.2 0.3 0.48
O 1.4910 -4.6773 1.8323 0.1 -0.8 -0.6 -0.45
C -0.0783 -5.3632 -0.2216 -0.1 0.0 0.0 -0.99
H 2.9809 -7.0657 0.9082 -0.1 0.1 -0.1 0.25
H 1.2552 -7.4507 1.1356 0.0 0.1 0.0 0.32
H 1.9484 -7.3625 -0.5136 0.0 0.1 0.1 0.44
H -0.6746 -5.9701 0.4641 0.1 0.1 0.0 0.33
H -0.0414 -5.8359 -1.2061 0.1 0.1 0.1 0.40
H -0.5288 -4.3723 -0.3133 0.2 -0.1 0.1 0.29
C 6.3147 3.4395 0.7262 -0.1 0.1 0.0 -1.00
S 5.6586 1.7643 0.5354 -0.3 0.1 0.0 0.40
O 4.2923 1.8820 -0.0715 0.7 0.1 0.3 -0.60
C 5.4423 1.4444 2.3028 -0.1 0.0 0.1 -0.89
H 6.4910 3.8582 -0.2677 -0.1 -0.2 0.1 0.32
H 5.5950 4.0646 1.2595 0.0 -0.1 0.0 0.31
H 7.2589 3.4020 1.2744 -0.1 -0.1 -0.1 0.39
H 4.7761 2.1922 2.7397 0.0 -0.1 -0.1 0.31
H 6.4148 1.4713 2.8006 0.0 0.0 -0.1 0.40
H 5.0019 0.4522 2.4241 0.0 0.1 -0.1 0.26
C -1.5025 1.2885 6.1420 0.1 -0.1 0.0 -0.84
S -2.5850 2.1123 4.9493 0.3 0.0 -0.1 0.59
O -1.7459 2.4902 3.7653 -0.3 0.0 0.6 -0.62
C -2.8434 3.6091 5.9321 0.1 0.1 0.0 -0.99
H -1.1813 0.3342 5.7175 0.0 0.2 -0.1 0.17
H -0.6258 1.9087 6.3421 -0.1 0.0 -0.1 0.32
H -2.0520 1.1044 7.0681 -0.1 0.1 -0.1 0.40
H -1.8842 4.0870 6.1453 0.0 -0.1 -0.1 0.30
H -3.3497 3.3504 6.8654 0.0 0.0 -0.1 0.37
H -3.4707 4.2958 5.3593 0.1 -0.2 0.0 0.31
C -1.6517 1.4863 -7.6405 -0.1 -0.1 0.0 -0.99
S -0.8557 2.4006 -6.2976 -0.1 0.1 -0.1 0.52
O -1.8346 2.4794 -5.1641 0.2 0.1 -0.8 -0.58
C -0.8614 4.0053 -7.1330 0.0 -0.1 0.1 -0.75
H -1.7867 0.4497 -7.3220 0.1 0.2 0.1 0.29
H -2.6261 1.9253 -7.8658 0.1 0.1 0.1 0.27
H -1.0142 1.5108 -8.5274 0.0 0.0 0.1 0.43
H -1.8847 4.2898 -7.3897 0.2 -0.1 0.2 0.03
H -0.2495 3.9488 -8.0366 0.1 -0.1 0.1 0.40
H -0.4376 4.7501 -6.4557 0.0 -0.2 0.0 0.38
C -5.0176 6.5420 -9.6994 -0.1 0.1 0.1 -1.02
S -3.7142 5.3378 -9.3469 0.0 0.2 0.2 0.56
O -3.4014 5.4280 -7.8830 -0.3 0.3 -0.7 -0.65
C -2.4043 6.2121 -10.2373 0.1 0.1 0.0 -0.91
H -5.9346 6.2161 -9.2023 0.2 -0.1 0.0 0.34
H -4.7307 7.5255 -9.3205 0.1 -0.1 0.0 0.31
H -5.1892 6.5898 -10.7773 0.1 -0.1 0.1 0.38
H -2.2778 7.2163 -9.8253 -0.1 -0.1 0.0 0.30
H -2.6601 6.2709 -11.2980 0.0 -0.1 0.1 0.38
H -1.4732 5.6530 -10.1207 -0.2 0.0 0.0 0.28
C 3.0385 -2.7080 7.3462 0.1 0.0 0.1 -1.15
S 1.7150 -2.8599 6.1222 0.1 0.5 -0.1 0.75
O 1.6692 -1.5772 5.3466 0.1 -0.5 0.8 -0.62
C 0.3529 -2.8243 7.3123 -0.1 0.0 0.1 -1.10
H 3.9954 -2.6714 6.8197 -0.2 -0.1 0.0 0.32
H 2.9090 -1.7909 7.9253 -0.1 0.0 -0.1 0.39
H 3.0248 -3.5763 8.0091 0.0 0.0 -0.1 0.39
H 0.3882 -1.8998 7.8939 0.1 0.0 -0.1 0.33
H 0.4256 -3.6888 7.9767 0.0 0.0 -0.1 0.41
H -0.5895 -2.8699 6.7619 0.2 0.0 0.0 0.28
C 4.9891 -8.3580 4.9444 0.0 -0.1 0.1 -0.94
S 4.6136 -6.5897 4.8717 -0.2 0.0 0.3 0.50
O 4.5026 -6.0943 6.2828 0.0 -0.3 -0.5 -0.61
C 2.9333 -6.7803 4.2289 -0.1 0.0 0.1 -0.53
H 5.9925 -8.4828 5.3587 -0.1 0.1 -0.1 0.32
H 4.2668 -8.8677 5.5860 0.0 0.1 0.0 0.30
H 4.9600 -8.7796 3.9369 0.0 0.1 0.0 0.34
H 2.3370 -7.3872 4.9146 0.1 0.0 0.0 0.38
H 2.9702 -7.2530 3.2444 0.1 0.1 0.1 0.13
H 2.4828 -5.7894 4.1372 0.1 -0.1 -0.1 0.12
```
Positions in Å, forces in eV/Å.

Values from the calculation:
**HOMO**: -7.09 eV
**Max |F|**: 9.230 eV/Å
**HOMO-LUMO gap**: 0.2383 hartree


Values of relative energy (zero: lowest compared OMol25 entry of this formula, charge and spin), in order: 0.324 2.357 8.959, all in eV.